DFT (ωB97M-V/def2-TZVPD) results for a structure of composition C24H44Cl6P2Yb at a distorted geometry.

As for the total energy: -5543.3457 hartree. The highest occupied orbital energy (alpha / beta) is -0.122 / -0.124 hartree. As for the spin multiplicity: 2. The net charge is -1. The value obtained for the gap between HOMO and LUMO (alpha / beta) is 5.79 / 5.86 eV.

Last column: Löwdin charge in e.
Positions of all 77 atoms, in Å:
Yb1 0.003 -0.006 0.097  0.703
Cl1 -0.059 0.037 -2.492  -0.080
P1 -0.356 -2.449 -0.219  0.901
C1 0.683 -3.145 -1.573  -0.558
C2 -0.076 -3.473 1.235  -0.565
C3 -2.091 -2.604 -0.845  -0.557
C4 2.084 -2.533 -1.738  -0.183
H1 0.110 -2.867 -2.489  0.092
C5 0.794 -4.650 -1.492  -0.152
H2 1.568 -4.962 -0.769  0.076
H3 1.113 -5.040 -2.482  0.085
H4 -0.141 -5.156 -1.235  0.045
H5 2.046 -1.589 -2.308  0.013
H6 2.715 -3.237 -2.302  0.066
H7 2.570 -2.342 -0.774  0.039
H8 -2.019 -2.046 -1.812  0.086
C6 -3.154 -1.897 -0.012  -0.193
C7 -2.496 -4.032 -1.136  -0.139
H9 -2.032 -4.423 -2.051  0.069
H10 -3.594 -4.072 -1.292  0.080
H11 -2.266 -4.704 -0.301  0.066
H12 -2.739 -1.131 0.663  -0.072
H13 -3.728 -2.609 0.613  0.071
H14 -3.877 -1.390 -0.677  0.085
C8 1.336 -3.293 1.784  -0.117
H15 -0.154 -4.488 0.827  0.082
C9 -1.113 -3.336 2.344  -0.095
H16 2.110 -3.693 1.109  0.070
H17 1.436 -3.821 2.748  0.084
H18 1.569 -2.231 1.966  -0.006
H19 -1.332 -2.285 2.592  0.040
H20 -0.737 -3.821 3.262  0.082
H21 -2.062 -3.836 2.080  0.074
H22 1.696 -0.275 -0.424  -0.133
H23 -1.711 0.294 -0.346  -0.133
P2 0.347 2.459 -0.167  0.900
C10 -0.827 3.202 -1.376  -0.556
C11 0.235 3.426 1.345  -0.565
C12 2.006 2.629 -0.971  -0.559
C13 -2.235 2.589 -1.427  -0.182
H24 -0.349 2.968 -2.357  0.095
C14 -0.933 4.702 -1.219  -0.151
H25 -1.620 4.978 -0.402  0.073
H26 -1.361 5.131 -2.150  0.084
H27 0.025 5.203 -1.048  0.047
H28 -2.241 1.632 -1.972  0.012
H29 -2.905 3.281 -1.964  0.068
H30 -2.654 2.427 -0.424  0.048
H31 1.823 2.114 -1.948  0.078
C15 3.146 1.873 -0.291  -0.191
C16 2.395 4.064 -1.241  -0.140
H32 1.822 4.510 -2.062  0.067
H33 3.464 4.096 -1.543  0.080
H34 2.297 4.694 -0.348  0.068
H35 2.801 1.165 0.478  -0.067
H36 3.858 2.567 0.200  0.071
H37 3.716 1.298 -1.040  0.082
C17 -1.122 3.250 2.021  -0.117
H38 0.296 4.454 0.971  0.082
C18 1.370 3.225 2.341  -0.096
H39 -1.916 3.853 1.545  0.073
H40 -1.064 3.561 3.077  0.083
H41 -1.452 2.197 2.007  -0.007
H42 1.493 2.172 2.635  0.036
H43 1.156 3.801 3.259  0.083
H44 2.332 3.590 1.945  0.072
Cl2 2.848 -0.229 2.447  0.661
C19 1.261 -0.145 3.248  -0.683
C20 0.059 -0.039 2.604  -0.296
C21 -1.094 0.052 3.327  -0.683
Cl3 -2.726 0.208 2.642  0.662
C22 -1.123 0.032 4.786  -0.739
Cl4 -2.517 0.140 5.693  0.689
C23 0.153 -0.092 5.480  -0.759
Cl5 0.206 -0.123 7.131  0.701
C24 1.382 -0.182 4.702  -0.738
Cl6 2.834 -0.310 5.512  0.690


DFT (ωB97M-V/def2-TZVPD) results for a structure of composition C22H21CuN4O2S2.

As for the total energy: -3657.0844 hartree. The highest occupied orbital energy (alpha / beta) is -0.398 / -0.398 hartree. As for the spin multiplicity: 2. The net charge is +1. The value obtained for the gap between HOMO and LUMO (alpha / beta) is 7.24 / 6.97 eV.

Last column: Löwdin charge in e.
Positions of all 52 atoms, in Å:
Cu1 -1.348 1.456 0.650  0.448
C1 2.326 4.626 3.331  -0.377
S1 2.612 3.066 2.465  0.880
C2 1.075 2.768 1.745  -1.098
S2 0.969 1.278 0.857  0.658
N1 0.127 3.660 1.881  -0.049
N2 -1.016 3.279 1.274  -0.117
C3 -1.983 4.098 1.130  -0.018
C4 -3.138 3.627 0.359  -0.232
C5 -4.224 4.433 0.069  0.008
C6 -5.228 3.930 -0.746  -0.025
C7 -5.132 2.633 -1.221  -0.025
C8 -4.025 1.879 -0.863  -0.081
N3 -3.049 2.367 -0.109  0.051
H1 3.207 4.781 3.951  0.037
H2 1.439 4.538 3.952  0.037
H3 2.212 5.439 2.620  0.041
H4 -1.927 5.109 1.523  0.144
H5 -4.279 5.435 0.473  0.126
H6 -6.080 4.546 -1.005  0.122
H7 -5.902 2.206 -1.848  0.117
H8 -3.919 0.849 -1.182  0.124
C9 3.345 -2.037 1.037  -0.040
O1 2.421 -1.900 -0.040  -0.097
C10 2.752 -2.384 -1.245  -0.240
C11 3.930 -3.077 -1.512  0.001
C12 4.242 -3.471 -2.802  -0.057
C13 3.386 -3.180 -3.854  -0.074
C14 2.209 -2.505 -3.594  -0.018
C15 1.866 -2.126 -2.301  -0.150
N4 0.667 -1.353 -2.169  0.145
C16 -0.251 -1.210 -1.235  -0.013
C17 -0.593 -2.019 -0.148  -0.135
C18 -0.163 -3.372 -0.030  -0.018
C19 -0.601 -4.164 0.982  -0.066
C20 -1.488 -3.629 1.941  -0.038
C21 -1.935 -2.338 1.856  0.006
C22 -1.510 -1.481 0.816  -0.326
O2 -2.006 -0.280 0.775  -0.170
H9 2.861 -1.585 1.897  0.094
H10 4.274 -1.508 0.820  0.105
H11 3.551 -3.088 1.249  0.100
H12 4.621 -3.283 -0.708  0.112
H13 5.174 -3.990 -2.985  0.116
H14 3.632 -3.477 -4.864  0.111
H15 1.526 -2.274 -4.406  0.122
H16 0.538 -0.749 -2.966  0.161
H17 -0.897 -0.358 -1.408  0.130
H18 0.480 -3.782 -0.798  0.120
H19 -0.285 -5.197 1.050  0.111
H20 -1.833 -4.256 2.755  0.116
H21 -2.629 -1.930 2.580  0.123


DFT (ωB97M-V/def2-TZVPD) results for a cluster of 9 separate species, C34H77N7O8 in total at a distorted geometry.

As for the total energy: -2326.7562 hartree. The highest occupied orbital energy is -0.289 hartree. For the relative energy (zero: lowest compared OMol25 entry of this formula, charge and spin), the calculation gives 4.080 eV. Its SMILES is CCN(CC)CC.CCN(CC)CC.CCN(CC)CC.O=C1CCCO1.O=C1CCCO1.CC(N)=O.CC(N)=O.CC(N)=O.CC(N)=O. The value obtained for the gap between HOMO and LUMO is 8.31 eV.

Last column: Löwdin charge in e.
Positions of all 126 atoms, in Å:
O1 3.746 2.106 -3.018  0.014
C1 4.777 1.612 -2.563  -0.632
N1 5.713 2.462 -2.293  0.145
C2 5.068 0.137 -2.409  0.018
H1 5.731 3.413 -2.632  0.117
H2 6.473 2.287 -1.651  0.103
H3 5.404 -0.204 -3.388  0.093
H4 4.131 -0.355 -2.147  0.063
H5 5.872 -0.004 -1.686  0.075
O2 3.522 -5.243 -1.282  0.027
C3 3.204 -5.780 -0.233  -0.597
N2 3.554 -7.027 0.012  0.148
C4 2.131 -5.135 0.721  -0.003
H6 3.377 -7.372 0.944  0.112
H7 4.196 -7.265 -0.731  0.120
H8 2.493 -4.721 1.662  0.062
H9 1.319 -5.821 0.960  0.065
H10 1.613 -4.270 0.307  0.057
O3 -0.275 3.084 -4.736  0.064
C5 -0.959 3.817 -4.073  -0.637
N3 -0.754 5.107 -3.882  0.163
C6 -2.219 3.244 -3.469  -0.011
H11 -1.423 5.761 -3.500  0.110
H12 0.027 5.540 -4.352  0.119
H13 -3.069 3.838 -3.803  0.073
H14 -2.107 3.531 -2.423  0.067
H15 -2.612 2.234 -3.587  0.075
O4 1.941 -0.077 -4.215  0.025
C7 1.016 -0.859 -4.433  -0.622
N4 1.165 -2.140 -4.349  0.188
C8 -0.279 -0.297 -5.077  0.002
H16 1.998 -2.353 -3.818  0.125
H17 0.311 -2.674 -4.276  0.116
H18 -0.586 -0.955 -5.890  0.076
H19 -0.159 0.738 -5.399  0.064
H20 -0.984 -0.263 -4.247  0.042
C9 4.051 2.596 1.781  -0.081
C10 3.721 2.144 3.173  -0.233
N5 4.012 0.706 3.406  -0.169
C11 3.173 -0.186 2.612  -0.253
C12 3.903 -1.536 2.440  -0.067
C13 3.828 0.466 4.809  -0.300
C14 5.091 0.841 5.540  -0.105
H21 3.610 2.107 0.912  0.054
H22 5.114 2.521 1.556  0.073
H23 3.933 3.666 1.608  0.074
H24 4.488 2.577 3.815  0.108
H25 2.736 2.405 3.561  0.091
H26 2.226 -0.387 3.113  0.099
H27 3.048 0.230 1.612  0.090
H28 4.282 -2.030 3.334  0.066
H29 3.172 -2.109 1.870  0.053
H30 4.792 -1.334 1.843  0.074
H31 3.650 -0.524 5.231  0.116
H32 3.095 1.070 5.344  0.102
H33 4.765 1.579 6.272  0.068
H34 5.936 1.253 4.988  0.077
H35 5.469 -0.058 6.028  0.066
C15 -5.228 -3.553 -1.196  -0.090
C16 -5.168 -4.097 0.255  -0.254
N6 -4.202 -3.433 1.124  -0.203
C17 -4.373 -3.690 2.554  -0.231
C18 -5.382 -2.620 2.992  -0.108
C19 -2.852 -3.729 0.591  -0.242
C20 -1.855 -2.795 1.224  -0.079
H36 -6.167 -3.585 -1.749  0.063
H37 -4.519 -4.031 -1.871  0.056
H38 -4.905 -2.512 -1.208  0.073
H39 -6.194 -4.000 0.610  0.105
H40 -5.057 -5.180 0.302  0.109
H41 -3.544 -3.369 3.184  0.100
H42 -4.683 -4.714 2.767  0.115
H43 -6.449 -2.838 2.936  0.059
H44 -5.171 -1.656 2.529  0.078
H45 -5.431 -2.445 4.067  0.059
H46 -2.590 -4.763 0.814  0.111
H47 -2.872 -3.780 -0.498  0.104
H48 -0.824 -2.931 0.898  0.066
H49 -2.223 -1.800 0.972  0.070
H50 -1.770 -2.836 2.310  0.063
C21 0.042 1.436 2.518  -0.099
C22 -0.304 2.416 3.601  -0.246
N7 0.167 3.704 3.176  -0.182
C23 0.127 4.855 4.143  -0.272
C24 0.988 4.659 5.302  -0.114
C25 -0.073 4.135 1.788  -0.214
C26 -1.518 4.810 1.646  -0.070
H51 1.057 1.667 2.194  0.044
H52 -0.476 1.651 1.583  0.055
H53 0.154 0.368 2.701  0.076
H54 -1.386 2.519 3.683  0.108
H55 0.045 2.100 4.584  0.116
H56 0.387 5.833 3.738  0.117
H57 -0.889 4.982 4.516  0.111
H58 0.460 4.138 6.101  0.077
H59 1.964 4.260 5.026  0.076
H60 1.185 5.650 5.710  0.076
H61 0.011 3.422 0.968  0.081
H62 0.638 4.899 1.473  0.107
H63 -1.406 5.628 2.358  0.047
H64 -2.392 4.199 1.870  0.061
H65 -1.770 5.109 0.628  0.054
O5 -2.674 -1.882 -4.377  0.045
C27 -3.828 -1.416 -4.589  -0.400
O6 -4.191 -0.176 -4.143  0.005
C28 -5.493 0.229 -4.488  -0.129
C29 -6.031 -1.088 -5.164  -0.147
C30 -4.935 -2.072 -5.339  -0.098
H66 -5.430 1.061 -5.190  0.118
H67 -6.081 0.647 -3.671  0.123
H68 -6.438 -1.149 -6.173  0.113
H69 -6.862 -1.420 -4.540  0.110
H70 -4.610 -2.187 -6.373  0.137
H71 -5.098 -3.056 -4.900  0.135
O7 2.238 -1.609 -0.798  0.119
C31 1.343 -0.844 -0.914  -0.519
O8 0.167 -1.288 -1.234  0.042
C32 -0.772 -0.266 -1.245  -0.179
C33 -0.005 0.966 -1.599  -0.142
C34 1.306 0.706 -0.804  -0.020
H72 -1.119 -0.116 -0.223  0.114
H73 -1.532 -0.442 -2.006  0.125
H74 -0.536 1.882 -1.340  0.102
H75 0.239 1.144 -2.646  0.100
H76 1.177 1.023 0.231  0.079
H77 2.163 1.178 -1.285  0.104


DFT (ωB97M-V/def2-TZVPD) results for the molecule C2H6N2O at a distorted geometry.

As for the total energy: -264.4477 hartree. The highest occupied orbital energy is -0.357 hartree. For the relative energy (zero: lowest compared OMol25 entry of this formula, charge and spin), the calculation gives 3.798 eV. Its SMILES is CNNC=O. The value obtained for the gap between HOMO and LUMO is 10.47 eV.

Last column: Löwdin charge in e.
Positions of all 11 atoms, in Å:
C1 -1.521 -0.584 -0.260  -0.106
C2 1.181 0.154 -0.301  -0.253
H1 -2.059 -0.268 -1.257  0.106
H2 -2.486 -0.896 0.237  0.090
H3 -0.956 -1.335 -0.711  0.034
H4 -0.410 -0.073 1.239  0.058
H5 0.405 2.179 -0.025  0.231
H6 2.061 0.556 -0.709  0.094
N1 -0.821 0.439 0.554  -0.146
N2 0.088 1.055 -0.149  -0.079
O1 1.327 -1.005 0.220  -0.029


DFT (ωB97M-V/def2-TZVPD) results for the molecule C5H10O2.

As for the total energy: -346.9631 hartree. The highest occupied orbital energy is -0.353 hartree. For the relative energy (zero: lowest compared OMol25 entry of this formula, charge and spin), the calculation gives 1.697 eV. Its SMILES is CCO[C@@H](C)C=O. The value obtained for the gap between HOMO and LUMO is 10.63 eV.

Last column: Löwdin charge in e.
Positions of all 17 atoms, in Å:
C1 -1.745 0.827 -1.283  -0.075
C2 -1.303 -0.521 -0.731  -0.256
O1 0.112 -0.616 -0.622  -0.130
C3 0.636 -0.448 0.675  -0.389
C4 2.100 -0.871 0.630  -0.025
C5 0.567 1.014 1.092  -0.226
O2 0.269 1.405 2.195  0.069
H1 -2.813 0.811 -1.540  0.080
H2 -1.577 1.642 -0.569  0.068
H3 -1.181 1.052 -2.192  0.080
H4 -1.779 -0.718 0.241  0.124
H5 -1.608 -1.319 -1.417  0.119
H6 0.077 -1.045 1.412  0.153
H7 2.561 -0.783 1.619  0.091
H8 2.177 -1.906 0.285  0.088
H9 2.650 -0.236 -0.073  0.088
H10 0.858 1.714 0.276  0.141